# 1
The following is a DFT calculation (ωB97M-V/def2-TZVPD) of 9 unconnected molecules or ions with the total composition C26H72B3ClF12N5O8 at a distorted geometry.

```
! wB97M-V def2-TZVPD RIJCOSX def2/J DEFGRID3
* xyz 1 1
H -1.5905 -6.5509 -1.1113
H 7.8330 1.2950 -6.5397
H -5.5560 -0.8228 1.4707
H -1.3101 0.6522 -2.2525
H 3.3231 1.7408 2.0866
C 2.4117 0.2353 -4.5292
F -0.4991 3.6855 2.1052
C -8.4253 -1.0902 2.1767
C -2.2996 -4.0005 -1.5456
C 4.6558 0.9902 -5.6149
C 0.2071 -5.5929 -0.1800
H 3.2017 -2.5402 1.2532
H -11.3829 0.6524 0.0562
H 4.4963 -0.0736 -2.8461
H 6.3789 1.6891 -7.5364
H 4.7193 1.9472 -5.0969
F -2.0802 5.3608 1.9546
H -0.1343 1.7468 1.1812
F 2.2711 -2.3399 -2.6167
C 4.5200 4.2539 1.6764
N 4.1648 1.8012 1.5317
C 3.8563 -0.1520 -4.8659
O 2.5685 -4.0355 2.5348
F -2.3645 3.6062 3.3928
C 0.2308 1.5004 -0.8449
H -9.9624 0.3534 2.5729
O -1.7725 2.6767 -1.7475
F -1.9952 -0.8628 -0.4519
H -3.0862 -3.2545 -1.4318
H -10.2343 1.5611 -0.9383
C 2.3529 5.0776 0.9333
C 1.1001 0.2772 -0.8402
H -4.9549 1.5486 0.6216
F -2.5365 3.2879 1.1694
C 2.2696 -2.9630 1.6283
H -5.4252 3.7522 0.8030
H -6.5977 -0.7936 3.1176
H 5.5676 0.5267 0.6480
H 5.0987 4.9707 2.2589
H -8.1335 -1.8907 1.4969
H -1.1573 0.6157 0.5482
H 2.3110 1.1189 -3.8990
H 4.8893 2.8574 3.1918
H 0.8819 -2.8943 -0.1598
Cl 1.3922 0.5295 3.0118
H 3.9313 -1.0664 -5.4543
O 5.9711 0.6636 -5.8507
C -10.4447 1.2070 0.0709
H 4.5925 -0.0076 3.5420
H 1.8189 -0.5126 -4.0025
H 7.3925 -0.8018 4.5260
H 3.9552 2.0088 0.5657
O -2.1130 -4.7238 -0.3195
H -10.7036 1.9952 0.7780
H 0.5915 -0.6798 -0.9569
F -3.5612 -2.1271 0.7742
C 7.2140 0.2644 4.3863
H 0.7004 -6.5526 -0.0257
H 2.1077 -3.2996 4.3990
C -6.2208 0.0346 1.3654
F 0.5388 -3.3950 -3.5971
H 1.5841 -2.2128 2.0225
H 2.2632 -3.9890 -0.2804
H 6.7172 2.6399 -6.1697
O -9.2670 0.5170 0.5365
H -3.4216 1.3996 -2.1327
O -6.2841 2.3347 1.8975
O 6.6618 0.5629 3.1502
N -7.2006 -0.2419 2.5241
N 0.5259 -4.6012 0.9301
C -3.0374 2.4145 -2.2355
H -6.8197 -0.1211 0.4681
C 5.4135 -0.1299 2.8355
H 4.2020 1.1879 -6.5860
C -5.6932 3.6226 1.8515
H -2.5767 -4.5541 -2.4428
H 3.6887 -2.7481 3.6724
H -3.0893 2.7681 -3.2652
C 6.7907 1.6138 -6.5300
H 1.8755 0.2130 -0.0768
H -0.2962 -4.1095 1.2504
H 8.1913 0.6716 4.6456
H -8.6330 -1.5039 3.1635
H 6.1257 2.7887 1.8989
H 4.2541 -1.6025 -3.3727
C -5.3965 1.2980 1.5862
C 5.0663 2.9217 2.1182
B -1.9167 3.9937 2.1701
H -1.3199 -3.5809 -1.7740
H -10.3799 -0.8932 1.4423
H 0.6681 2.4953 -0.7618
O 3.0613 4.2504 1.8217
H -3.6781 3.0544 -1.6287
H 0.6929 -5.2384 -1.0891
F 2.2131 -4.4933 -2.6192
H 1.7922 0.3367 -1.6801
B -2.4120 -1.3918 0.7979
H 1.2879 5.0392 1.1622
C 1.5288 -3.5657 0.4049
H -6.4635 4.3751 2.0200
H 6.5857 0.5177 5.2402
B 1.9061 -3.4090 -3.3954
H 4.8377 4.3656 0.6397
C 4.8270 0.3846 1.4351
H 5.6232 -0.7571 -3.7498
H 2.4439 4.6658 -0.0718
C -1.3066 -5.8545 -0.3223
H 3.4709 -4.3813 4.3326
H 5.5883 -1.1929 2.6698
H 1.9068 0.5533 -5.4414
C -0.8109 1.6035 -2.0680
N 4.6221 -0.6978 -3.6300
F -2.7596 -0.3591 1.6442
H -1.6162 -6.5876 0.4226
H -4.6018 1.0545 2.2913
F 2.6492 -3.4699 -4.5834
H -7.5148 0.5271 3.0987
C -9.5777 -0.2110 1.7235
H -4.8326 3.6915 2.5169
H 4.0696 -0.3515 1.1659
H 2.7286 6.0894 1.0862
H 0.8651 -5.0442 1.7720
H -0.2724 1.9772 -2.9389
C 2.9797 -3.5658 3.8018
H -1.4636 2.0883 0.3474
N -0.6608 1.4755 0.3631
F -1.3802 -2.0944 1.3504
*
```

Calculated values
Kohn-Sham gap: 6.747 eV
E_HOMO: -9.8 eV

# 2
The following is a DFT calculation (ωB97M-V/def2-TZVPD) of 8 unconnected molecules or ions with the total composition C20H56O8 at a distorted geometry.

```
! wB97M-V def2-TZVPD RIJCOSX def2/J DEFGRID3
* xyz 0 1
H -3.2137 -0.1898 -2.4396
H -0.4848 -0.6310 3.0330
H -1.7715 -0.4007 -0.4822
H 5.4811 -3.1938 -0.6674
H 5.8419 -2.0139 0.5009
H 3.1597 0.2956 -1.4418
O 5.6605 -0.5041 -1.5258
H -0.8143 4.7601 -0.1695
H 4.2206 -1.7609 -2.0266
H -1.8655 -0.9267 2.0267
H 6.3444 -1.3912 4.1484
C -1.0000 -0.2741 2.1412
O 1.8235 4.9203 0.6238
H 0.3277 4.7434 -1.4641
C -3.4303 0.2496 -3.4133
H -3.4406 -2.2136 1.1545
H -2.4995 0.5365 -3.9027
H -1.3215 0.7673 2.1571
C -3.2263 2.9211 1.0353
H 4.2938 -2.7174 0.5414
C 2.0154 2.6043 -0.1827
C 1.0882 3.7394 0.3515
H -6.1700 -1.8083 -4.1460
C -0.1443 -0.4592 0.8024
O 0.0848 -1.8659 0.5258
H -2.5786 2.1741 0.5764
H 4.4254 -1.4733 2.7763
O 0.7329 -2.3577 -2.2413
O -4.6414 3.6238 -0.8005
H 2.8616 -0.3770 5.1179
C -3.0067 -3.1943 0.9594
H 2.4651 -1.8019 4.1629
H 4.1907 1.1174 3.8171
H -1.1520 -2.8636 1.2256
O 4.5679 0.5136 3.1731
H -3.0077 -3.3643 -0.1173
H -4.6816 0.7004 0.8630
H -3.8432 -2.3812 -5.2393
H 3.7787 0.1974 0.2700
C -4.8240 1.3541 0.0024
H 5.2464 -2.0609 5.3054
H 1.3836 -4.3697 -2.4047
H 0.8110 0.0568 0.8984
H 2.3195 -0.2352 3.4750
H 0.2020 -2.4144 -3.0391
C 1.7625 -3.3480 -2.3804
H 5.5890 -0.3445 5.4255
H -5.2607 -1.6760 -2.6151
H -5.3647 3.1883 1.0856
H -3.2498 2.8029 2.1186
C 4.3891 -0.8152 3.6445
H 2.6699 3.0056 -0.9564
H -3.9695 1.1865 -3.2737
C -4.6210 2.8569 0.3609
C -0.0350 4.1493 -0.6252
C 3.5420 -0.3437 -0.6461
H -6.1525 -0.2741 -3.3099
H 2.3991 -3.3299 -1.4957
C -4.2323 -0.7661 -4.2534
H -4.7847 4.5389 -0.5483
H -4.1103 1.0940 -0.7793
H 0.5992 3.4276 1.2744
H -3.7371 -3.8701 1.4043
C 5.0373 -2.3376 -0.1593
H -2.7359 3.8699 0.8177
O -3.5459 -1.9524 -4.4335
H -5.8740 1.2284 -0.2614
C -0.8069 0.1000 -0.3994
H 2.6991 2.2652 0.5956
C 4.6011 -1.3007 -1.1147
C -5.5517 -1.1569 -3.5283
C 5.4449 -1.1630 4.7202
H 0.4252 -1.9859 -0.3638
C 2.9560 -0.8293 4.1307
H -4.4485 -0.2665 -5.1977
H 6.0262 -0.0405 -0.7688
H 1.2414 5.5233 1.0917
H -0.9283 1.1793 -0.3074
O -1.7894 -3.5082 1.5415
H -0.6228 3.3481 -1.0730
H -0.2366 -0.1625 -1.2904
H 2.6491 -0.9174 -0.3981
H 1.5271 1.7632 -0.6749
H 2.2903 -3.1697 -3.3173
*
```

Calculated values
Kohn-Sham gap: 10.074 eV
SMILES: CC(C)O.CC(C)O.CC(C)O.CC(C)O.CC(C)O.CC(C)O.CO.CO
ΔE to the lowest compared entry with this formula, charge and spin: 29.9 kcal per mole
E_HOMO: -9.6 eV

# 3
The following is a DFT calculation (ωB97M-V/def2-TZVPD) of a molecular structure, C15H18Br24F3NO4P at a distorted geometry.

```
! wB97M-V def2-TZVPD RIJCOSX def2/J DEFGRID3
* xyz -1 1
Br -6.9544 1.5405 -0.4454
C 7.5802 -4.8309 -2.3906
Br 2.2698 -3.5846 -2.7767
H -2.8250 -3.3668 0.7570
C -3.0079 2.9316 5.1041
C 4.6830 -2.9426 1.9933
Br 5.9106 -1.7854 2.9278
H 0.2265 -3.5584 -0.4005
O -3.5139 0.8151 -1.6306
H -0.3316 2.1303 0.2401
H -0.0007 -0.0444 -1.6706
Br -2.4706 2.0056 6.7247
C -0.0612 1.0668 0.2312
N -1.7888 -0.5457 -0.7655
O -2.4184 -3.0521 -0.0561
Br -1.4180 6.8596 3.8712
C -3.2119 0.8893 0.7738
Br 1.8846 -6.3317 -4.3578
O -3.4301 2.0823 0.6442
H -4.4621 0.8969 -1.5048
Br -4.3094 6.9032 2.4986
Br -2.4734 4.3331 2.1913
C -7.0292 3.4677 -0.3206
Br -6.5987 7.1533 -1.4295
Br 5.5423 -4.5709 1.4128
Br 12.0593 -6.0939 0.9494
H -6.5956 3.8634 -1.2285
Br -8.8577 4.0957 -0.2522
H 0.5278 -2.0727 -1.2436
C -8.4385 7.6904 -1.5990
H -3.7980 -0.7873 -0.4324
Br 7.7203 -6.7437 -2.6001
H 0.6700 -4.1856 -4.5641
Br 8.6162 -4.2049 -0.8870
C -3.0804 0.0416 -0.5303
P -1.3571 -1.8112 0.3318
H 11.2855 -5.6447 -1.3540
H -1.1398 1.2499 -1.6281
Br -5.9886 4.1406 1.1455
C 1.4285 1.0106 0.2441
Br -0.5260 -5.1474 -2.6328
Br 13.6816 -5.0809 -1.6062
H -9.0209 7.0215 -0.9799
Br -3.1508 1.7036 3.5580
F 2.0421 1.9583 0.9780
Br 12.2134 -7.9163 -1.6661
F 3.0446 -0.6437 0.3854
H 4.3658 -2.4163 1.1038
C 1.0209 -4.7341 -3.7017
F 2.3418 -0.0624 -1.6272
H -2.2262 3.6519 4.8888
C -2.4961 6.2517 2.3843
H -0.4423 0.6826 1.1871
Br 5.7438 -4.2550 -2.2933
H -2.0638 6.6722 1.4872
C 0.2750 -2.4792 -0.2607
Br -9.0791 7.4902 -3.4085
O -3.0626 0.3725 1.9082
H 1.0715 -2.2645 0.4488
Br -8.7253 9.4785 -0.9331
C -0.7417 0.4350 -1.0256
Br -4.6354 3.9590 5.3892
C 12.1821 -6.1166 -0.9739
C 2.2365 0.1094 -0.3400
H 8.0072 -4.3826 -3.2763
Br 3.1004 -3.2976 3.0335
*
```

Calculated values
Kohn-Sham gap: 5.856 eV
E_HOMO: -5.0 eV

# 4
The following is a DFT calculation (ωB97M-V/def2-TZVPD) of a gas-phase ion, C4H8NO2 (charge -1) at a distorted geometry.

```
! wB97M-V def2-TZVPD RIJCOSX def2/J DEFGRID3
* xyz -1 1
H 0.7141 0.2286 1.4913
H 1.7858 -1.8710 0.4313
H -1.5526 -0.7023 0.8176
H 1.2658 0.8897 -1.3764
H -1.4590 1.3814 -1.2927
C -0.8596 -0.0567 0.0478
C 1.6189 0.1039 -0.5158
H -0.8402 -0.4086 -0.9611
O -0.8634 2.3441 0.5585
H 0.1571 -2.1916 0.1974
N 0.8677 -1.6113 0.7059
O 2.6508 -0.4903 -0.6383
C -1.5342 1.3607 -0.1617
H -2.5996 1.2792 0.1888
C 0.6484 -0.2560 0.5073
*
```

Calculated values
Kohn-Sham gap: 6.414 eV
SMILES: N[C@@H](C=O)CC[O-]
ΔE to the lowest compared entry with this formula, charge and spin: 95.0 kcal per mole
E_HOMO: -2.5 eV

no.,LUMO level (eV)
1,-3.03
2,0.51
3,0.88
4,3.90